Here is a cluster of 8 separate species, C25H53N8O9 in total from OMol25. Energies are from ωB97M-V/def2-TZVPD.

XYZ file:
```
95
Properties=species:S:1:pos:R:3
O 0.52 -3.69 1.09
O -0.19 -2.89 3.01
O 4.68 4.48 0.11
O -7.94 -8.49 2.38
O -2.21 2.62 0.27
O 1.30 1.18 0.83
O 1.54 -9.68 2.94
O 4.30 8.18 -4.61
O -5.40 -3.53 -1.14
N -2.27 1.42 -1.65
N -3.75 -2.78 0.22
N 5.11 6.52 -0.80
N -7.65 -6.36 1.64
N 2.42 -1.61 3.10
N 1.28 3.08 2.09
N 4.20 7.05 -6.58
N 0.99 -7.47 2.93
C -7.74 -5.40 0.55
C -1.54 0.68 -2.67
C 3.64 -2.14 2.86
C -4.22 -3.47 -0.82
C 4.90 6.36 -7.64
C 5.51 7.07 0.47
C -4.69 -2.05 1.05
C 4.72 5.23 -0.85
C 0.55 -2.83 2.00
C 2.71 3.32 1.88
C 2.75 7.17 -6.64
C -7.99 -7.65 1.50
C 0.89 -8.74 2.50
C -7.17 -5.91 2.94
C 0.51 4.01 2.88
C 0.71 2.00 1.53
C 0.19 -6.38 2.36
C 4.84 7.59 -5.53
C -1.64 2.00 -0.62
C -2.32 -2.73 0.56
C 1.92 -7.17 4.00
C -3.71 1.53 -1.75
C 1.54 -1.68 1.88
C 5.14 7.35 -1.99
C 4.72 -2.64 2.67
H -0.36 1.92 1.75
H 2.47 8.22 -6.65
H -4.18 1.10 -0.86
H -1.88 -0.36 -2.70
H 2.16 -1.88 1.02
H 2.30 6.70 -5.77
H 0.83 -5.61 1.95
H -0.45 -6.76 1.57
H 5.97 6.36 -7.44
H 1.66 -7.74 4.89
H 2.93 -7.43 3.70
H -1.97 -1.70 0.51
H 1.05 -0.72 1.77
H -1.74 -3.33 -0.14
H 4.47 8.21 -1.86
H -7.94 -6.08 3.70
H 4.56 5.33 -7.71
H 4.81 6.79 -2.85
H 0.91 4.06 3.90
H 0.16 -8.86 1.68
H -2.15 -3.12 1.56
H 3.00 4.23 2.40
H -8.42 -4.60 0.82
H -4.00 2.58 -1.81
H -0.48 0.69 -2.44
H 2.39 6.69 -7.54
H 4.73 6.85 -8.60
H 2.92 3.41 0.83
H 3.28 2.47 2.28
H -4.15 -1.55 1.85
H -6.28 -6.47 3.23
H -6.94 -4.85 2.89
H 5.79 8.11 0.34
H -8.10 -5.90 -0.35
H -8.33 -7.89 0.47
H 4.44 4.90 -1.86
H 5.94 7.45 -5.57
H 1.87 -6.10 4.22
H 0.55 5.00 2.44
H -0.55 1.87 -0.64
H -5.24 -1.32 0.46
H 6.36 6.52 0.88
H -4.06 1.00 -2.63
H -6.76 -4.97 0.34
H -3.43 -3.99 -1.38
H -1.70 1.14 -3.65
H 4.69 7.01 1.19
H 2.57 -0.63 3.32
H 6.15 7.72 -2.17
H -0.53 3.68 2.93
H 5.57 -3.01 2.17
H -5.42 -2.74 1.49
H -0.42 -5.93 3.14
```

Calculated values
Molar mass (g mol⁻¹): 609.75
HOMO-LUMO gap (eV): 6.13
Charge: -1
HOMO (eV): -4.71